No. 1
86
Properties=species:S:1:pos:R:3:lowdin_charge:R:1 method="wB97M-V/def2-TZVPD" orbital_gap_ev=7.65 charge=+1 largest_force_ha_per_bohr=0.03376 e_tot_ha=-3252.77405 e_homo_ev=-10.58 lumo_energy_ev=-2.9 smiles="CCC[C@H]1[NH2+][C@@H](CCF)[C@@](CCC(F)=C(F)F)(Cc2ccccc2)O[C@]1(CCCCC(F)(F)C(F)(F)S(F)(F)(F)(F)F)[C@H](I)CC"
F -5.870 4.343 -0.388 -0.116
H 2.934 2.413 -2.648 0.095
H 3.739 2.183 -0.197 0.105
I 0.698 0.583 -3.637 1.066
C -1.941 -2.289 3.674 -0.057
H 1.575 -3.887 0.139 0.107
H 0.430 3.667 -3.500 0.059
H 5.802 2.161 1.968 0.083
F -4.628 3.342 1.739 0.117
C -4.344 2.380 -0.441 -0.419
H 1.637 -1.802 -2.006 0.104
C -0.560 -4.249 3.502 -0.057
H 3.366 -1.377 0.323 0.139
C 2.035 2.862 -2.215 -0.311
S -6.098 2.898 -0.989 0.772
H 1.993 -2.080 1.551 0.111
F -2.192 -4.422 -2.131 0.079
C -1.053 -1.596 2.865 -0.038
H -2.826 -1.801 4.057 0.111
H -1.271 -0.561 2.641 0.093
H -2.826 1.394 1.612 0.130
F -4.009 -1.545 -2.296 0.150
H -0.301 -2.806 -2.461 0.108
N 3.035 -1.147 -0.615 0.141
H 4.089 2.627 2.007 0.074
F -4.285 -2.854 -0.571 0.152
C 2.839 0.320 -0.861 -0.195
C 0.689 -1.428 -0.085 -0.366
F -3.287 4.373 0.310 0.127
C 1.244 1.796 0.610 -0.093
H -0.983 3.461 0.218 0.132
F -5.578 3.401 -2.399 -0.127
C -0.585 -2.250 -0.346 -0.064
H 1.978 1.567 1.386 0.102
H 1.601 4.865 -2.915 0.077
C 2.053 -4.377 -1.894 -0.173
C -2.293 -3.097 -1.874 -0.211
H -0.452 -3.284 -0.037 0.133
C 4.428 0.654 1.174 -0.245
C 0.084 -2.213 2.355 -0.229
H 0.084 2.224 -1.672 0.070
F -7.554 3.317 -1.400 -0.100
H 2.369 3.434 -1.350 0.101
C -0.129 1.758 1.282 -0.169
C 1.401 0.867 -0.632 -0.407
C 3.982 1.125 -0.230 -0.128
C 2.171 -3.465 -0.665 -0.074
H 1.436 2.837 0.349 0.120
F -4.360 1.065 -0.188 0.121
C -1.028 -2.293 -1.828 -0.111
C 4.788 1.798 2.123 -0.082
H 1.735 -3.833 -2.786 0.117
F -6.660 2.357 0.389 -0.120
H -0.011 2.283 2.236 0.134
F -3.514 2.565 -1.489 0.114
C 1.046 1.755 -1.857 -0.599
H 3.620 0.080 1.643 0.087
H 2.996 0.411 -1.936 0.101
H 4.836 1.041 -0.907 0.130
H 1.201 -4.046 2.316 0.108
H -1.416 -1.784 0.179 0.135
C -1.259 2.451 0.520 -0.171
H 4.724 1.445 3.151 0.081
H 2.065 3.784 -4.187 0.074
C -1.696 -3.615 3.987 -0.070
F 1.114 -5.363 -1.658 -0.028
C -3.721 3.171 0.750 -0.472
C -2.539 2.408 1.343 -0.071
H -1.428 1.867 -0.389 0.104
H 2.998 -4.870 -2.124 0.124
H -0.457 0.757 1.535 0.074
H -2.380 -4.188 4.597 0.110
H -0.390 -5.286 3.754 0.111
C 1.066 -1.509 1.433 -0.035
C 0.316 -3.543 2.691 -0.049
C -3.499 -2.541 -1.589 -0.281
F -6.335 1.464 -1.632 -0.130
C 1.816 -1.999 -0.951 -0.178
H 3.772 -1.442 -1.257 0.193
H 3.215 -3.515 -0.342 0.127
H 1.264 -0.523 1.852 0.116
O 0.374 -0.128 -0.574 -0.085
H 5.285 -0.015 1.065 0.115
C 1.479 3.843 -3.273 -0.109
H -1.292 -1.301 -2.192 0.085
H -2.350 2.928 2.288 0.143



No. 2
85
Properties=species:S:1:pos:R:3:lowdin_charge:R:1 method="wB97M-V/def2-TZVPD" orbital_gap_ev=6.39 largest_force_ha_per_bohr=0.16104 e_tot_ha=-2291.64443 e_homo_ev=-7.91 lumo_energy_ev=-1.5
H -0.745 -0.617 2.043 0.115
O -0.589 5.965 3.807 0.019
O 2.081 -4.103 -4.344 0.024
C -1.412 -1.548 2.280 0.141
H 3.509 5.378 -4.479 0.129
O -2.019 -7.558 2.548 0.098
H -2.956 -9.998 3.281 0.136
H 1.405 -0.064 -6.756 0.119
H -5.655 -7.310 4.741 0.131
N -2.921 -1.474 2.277 -0.042
C 0.205 3.293 1.201 -0.063
H 4.099 -0.001 -6.241 0.135
H 5.642 4.846 -2.838 0.126
H 2.255 -3.311 -1.678 0.125
C -4.450 -9.102 4.563 -0.166
H 3.256 -5.052 -2.928 0.129
C -0.410 2.427 -0.899 -0.156
H 0.260 -2.331 -2.419 0.129
C -2.376 6.864 5.006 -0.170
C 3.638 5.520 -3.403 -0.078
H 1.165 -4.637 -1.240 0.117
H -2.304 -9.291 4.802 0.141
C 2.374 5.210 -2.661 -0.455
C 4.063 4.308 -1.432 -0.158
O 1.500 -3.513 3.809 -0.103
O 1.258 5.587 -2.978 0.097
C 0.895 -3.322 2.631 -0.453
H 0.780 1.780 -5.290 0.131
O 2.650 4.474 -1.545 -0.004
O 2.604 2.711 -5.484 0.026
H -1.975 7.824 5.352 0.124
C 1.513 2.005 -6.072 -0.161
H -5.168 -9.424 3.799 0.125
H 4.287 3.307 -1.052 0.130
H -0.125 4.010 1.956 0.115
H 1.280 3.108 1.286 0.144
C -1.398 6.587 2.900 -0.462
H -4.214 -4.659 2.980 0.110
H -1.478 -5.381 3.132 0.098
C 2.119 0.759 -6.664 -0.160
C -3.397 -3.808 2.802 -0.012
C 1.049 -3.220 -4.210 -0.464
H -0.465 -3.909 -2.889 0.135
O -3.831 -6.980 3.819 -0.006
H 2.515 0.978 -7.663 0.124
H 2.939 -0.144 -4.873 0.136
C 1.539 -4.041 -2.076 -0.171
C 3.259 0.467 -5.722 -0.076
C -0.528 1.993 1.332 -0.443
N -3.866 -2.427 2.517 0.006
H -1.145 2.524 -1.703 0.132
H -3.237 6.613 5.632 0.121
C -4.611 -7.627 4.823 -0.165
O 4.655 2.130 -4.654 0.085
C -2.888 -7.850 3.354 -0.451
O -1.102 6.778 1.732 0.102
C 4.600 4.514 -2.824 -0.161
H 0.574 4.362 -0.672 0.096
H -4.607 -9.716 5.454 0.124
O 1.603 -3.408 1.323 -0.237
C 2.200 -4.870 -3.146 -0.170
O 0.652 -2.486 -5.100 0.078
C 3.621 1.836 -5.231 -0.436
H 1.697 -5.831 -3.296 0.127
C -1.795 -4.280 2.900 0.118
O -0.904 1.537 0.101 0.020
H -3.301 -0.502 2.054 0.174
C -2.704 6.954 3.537 -0.087
H 3.941 6.547 -3.181 0.135
H -4.227 -7.334 5.806 0.133
H -1.700 4.801 5.090 0.131
C -0.718 -3.035 2.596 0.053
H 1.038 2.629 -6.834 0.130
H -1.116 4.304 -0.146 0.127
C 0.455 -3.321 -2.838 -0.087
H -3.010 7.964 3.256 0.133
H 4.447 5.050 -0.724 0.127
C -1.294 5.817 5.039 -0.168
H -0.607 5.967 5.877 0.130
H 4.536 3.576 -3.389 0.076
C -3.050 -9.188 4.009 -0.080
H 0.515 2.010 -1.311 0.131
O -0.733 1.398 2.377 0.062
H -3.462 6.223 3.244 0.137
C -0.179 3.735 -0.188 -0.154



No. 3
81
Properties=species:S:1:pos:R:3:mulliken_spin:R:1 method="wB97M-V/def2-TZVPD" orbital_gap_ev="7.16 / 7.25" charge=+2 largest_force_ha_per_bohr=0.06160 s_squared=2.010 e_tot_ha=-2641.72171 e_homo_ev="-12.18 / -12.52" multiplicity=3 lumo_energy_ev="-5.0 / -5.3" e_above_lowest_ev=0.000
N -1.623 0.158 0.411 0.029
C 0.960 -5.430 -1.641 -0.003
N 2.844 0.431 -0.933 -0.049
H -2.003 -1.034 -2.125 0.023
H 4.671 1.205 -1.774 0.003
H -2.253 0.389 5.984 0.000
O 0.076 -6.068 -0.785 0.000
C 3.597 1.203 -1.927 0.038
H 4.865 -1.033 1.252 0.000
H -0.874 4.801 -0.728 0.001
H -1.211 3.504 -1.904 -0.003
C -1.997 -1.240 0.362 0.676
Ti 0.644 0.906 -0.743 1.037
O -0.738 1.155 -2.548 -0.058
H 1.487 4.393 -0.731 -0.002
H -2.691 0.970 -5.093 0.000
C -2.563 1.318 0.368 0.014
C -2.605 0.968 5.065 0.001
H 1.345 -1.088 -3.131 -0.006
H -2.920 1.437 -0.641 0.000
H 3.450 3.110 -0.921 -0.003
C 2.272 -0.522 1.086 -0.016
C 0.037 -1.989 -0.170 0.023
H 5.295 -1.141 -0.361 0.000
C 0.198 -3.417 -0.389 0.040
H -2.980 -0.886 -3.499 0.000
H 2.999 -2.360 1.517 0.000
H -1.587 2.589 1.819 -0.001
C -2.349 1.576 -4.204 0.001
C -0.224 -2.335 2.295 0.029
C 3.084 2.656 -1.848 -0.002
H 0.823 -5.733 -2.705 0.000
H 2.045 -5.634 -1.412 0.000
C -0.476 3.799 -1.117 0.003
H 1.545 1.884 2.977 0.000
C -1.763 0.710 -3.124 0.008
C -0.340 1.477 4.068 -0.005
C -1.746 2.596 0.733 0.002
C 1.302 -3.057 -2.492 0.038
C 2.167 -1.675 1.735 -0.006
C 0.992 3.965 -1.590 0.011
H 1.955 -3.363 -3.266 0.002
H -4.568 0.696 5.174 0.000
N 0.405 -1.184 -1.167 -0.060
H -3.873 -1.042 -0.283 0.004
N 0.340 0.554 2.017 0.016
O -3.819 0.492 4.604 0.000
H 1.230 2.369 -2.801 0.003
H -2.786 -0.547 2.786 -0.006
C 1.070 -2.187 2.592 0.003
H -0.833 -2.939 2.919 -0.003
N 1.590 2.635 -1.893 0.047
C 1.002 -1.700 -2.272 0.076
H -3.227 2.121 -3.856 0.000
C 0.615 1.328 3.104 -0.005
N -0.470 2.758 0.014 -0.010
C 3.321 -0.239 0.041 0.059
H -1.589 2.252 -4.589 0.000
N 1.338 0.461 1.001 0.019
H -2.409 3.466 0.563 0.001
C -1.825 0.045 2.906 0.018
H 3.505 3.210 -2.656 -0.002
H -3.486 1.152 0.993 -0.005
N -2.268 -0.483 -2.913 0.004
C -1.557 0.785 3.972 0.009
C -0.888 -0.050 1.712 0.003
C -0.655 -1.492 1.129 -0.013
H -0.084 2.109 4.895 0.000
H -2.616 2.032 5.367 0.000
H 1.102 4.558 -2.460 0.000
C -3.322 -1.774 0.269 -0.021
C 0.758 -3.941 -1.537 -0.007
H 0.155 -7.023 -0.816 0.000
H -3.819 -1.851 1.239 0.029
H 1.465 -2.623 3.558 0.000
H -3.279 -2.714 -0.231 0.016
H 0.255 3.078 0.652 0.006
C 4.741 -0.545 0.342 -0.002
H 5.258 0.424 0.412 0.001
H 3.426 0.827 -2.953 -0.015
H 0.084 -4.214 0.296 0.009